Version A
DFT (the ωB97M-V functional and the def2-TZVPD basis) results for one molecule with the formula C3H5F.

* lowest unoccupied orbital energy: 0.0295 hartree
* Kohn-Sham gap: 9.9 eV
* net charge: 0
* SMILES: C=C(C)F

Bonds (Å) are listed after each position.
Element x y z (Å)
1 C -1.428 -0.065 0.001  C2 1.371, H5 1.019, H6 1.157
2 C -0.121 0.310 -0.175  C1 1.371, C3 1.345, F4 1.355
3 C 1.092 -0.251 -0.021  C2 1.345, H7 1.178, H8 1.066, H9 1.333
4 F 0.081 1.642 -0.022  C2 1.355
5 H -2.193 0.608 0.038  C1 1.019
6 H -1.463 -1.203 -0.201  C1 1.157
7 H 1.793 0.297 -0.794  C3 1.178
8 H 1.126 -1.312 -0.118  C3 1.066
9 H 1.112 -0.027 1.293  C3 1.333

How is the electron density shared among the atoms? According to Mulliken, the charges in e are: atom 1 (C): -0.823, atom 2 (C): 0.552, atom 3 (C): -0.813, atom 4 (F): -0.261, atom 5 (H): 0.359, atom 6 (H): 0.184, atom 7 (H): 0.233, atom 8 (H): 0.364, atom 9 (H): 0.204

=====

Version B
DFT (the ωB97M-V functional and the def2-TZVPD basis) results for a 2-piece molecular cluster, C3H5F overall.

* lowest unoccupied orbital energy: 0.0317 hartree
* Kohn-Sham gap: 11.0 eV
* net charge: 0
* SMILES: C=C=C.F

Bonds (Å) are listed after each position.
Element x y z (Å)
1 C -0.389 -1.461 0.384  C2 1.262, H4 0.981, H5 1.073
2 C -0.659 -0.266 0.078  C1 1.262, C3 1.309
3 C -0.941 0.929 -0.377  C2 1.309, H6 1.085, H7 1.035
4 H -0.934 -1.817 1.119  C1 0.981
5 H 0.394 -2.060 -0.038  C1 1.073
6 H -0.338 1.676 0.129  C3 1.085
7 H -1.560 1.123 -1.184  C3 1.035
8 F 2.481 1.156 -0.373  H9 0.938
9 H 1.945 0.721 0.261  F8 0.938

How is the electron density shared among the atoms? According to Mulliken, the charges in e are: atom 1 (C): -0.621, atom 2 (C): 0.107, atom 3 (C): -0.530, atom 4 (H): 0.293, atom 5 (H): 0.286, atom 6 (H): 0.195, atom 7 (H): 0.278, atom 8 (F): -0.394, atom 9 (H): 0.387

=====

Which is most stable? The ranking, best first, is version B, version A.